Record 1
24
Properties=species:S:1:pos:R:3:forces:R:3:mulliken_charge:R:1 method="wB97M-V/def2-TZVPD" gap_ha=0.368 relative_energy_kj_mol=319.9 lumo_ev=-3.89 total_charge=+1 molar_mass_g_mol=135.19
C -3.42384 0.60670 0.11500 -0.41 0.79 -0.76 -1.051
C -1.90303 0.58072 0.19546 0.79 -0.60 1.55 -0.127
C 2.82245 -0.40791 -0.37725 0.14 2.31 -1.39 -0.902
C -1.30924 -0.61481 -0.48995 1.40 0.29 -1.77 -0.225
C 1.69895 0.13017 0.48015 2.22 -1.25 -0.48 0.403
N 1.39899 -0.60173 1.50043 1.08 -0.48 0.53 -0.118
N 2.90117 0.60744 -1.43625 1.29 1.77 1.95 -0.576
O -1.37218 -1.87196 0.15281 -0.20 0.77 -0.05 -0.501
O 1.21890 1.27332 0.14205 -0.23 -0.66 0.34 -0.349
H -3.76854 1.47498 -0.55324 0.36 -1.33 1.09 0.281
H -3.78896 0.75599 1.14341 -0.51 -0.28 -0.72 0.299
H -3.75868 -0.34429 -0.37682 -0.17 0.84 0.78 0.286
H -1.55499 0.42418 1.27064 -0.44 0.92 -0.83 0.154
H -1.49177 1.47769 -0.29342 0.09 -0.10 0.42 0.243
H 3.80535 -0.38740 0.12699 -0.72 -0.95 0.49 0.457
H 2.53497 -1.31612 -0.86906 -0.06 -0.93 0.43 0.430
H -1.75061 -0.53072 -1.51532 0.47 -1.01 0.41 0.454
H 2.10090 -1.34593 1.76553 -1.57 0.97 -0.36 0.300
H 0.78382 -0.21625 2.17488 -0.74 -0.21 1.03 0.293
H -0.20961 -0.51084 -0.59461 -0.71 0.28 -0.44 -0.040
H 3.46225 1.35205 -0.90601 -1.09 -0.69 -1.86 0.235
H 3.49939 0.30129 -2.15965 0.77 -0.45 -0.97 0.253
H -2.23863 -2.21542 -0.01084 -0.84 -0.68 0.10 0.321
H 0.34293 1.37888 0.51507 -0.92 0.66 0.50 0.479


Record 2
54
Properties=species:S:1:pos:R:3:forces:R:3:mulliken_charge:R:1 method="wB97M-V/def2-TZVPD" gap_ha=0.322 relative_energy_kj_mol=2260.4 lumo_ev=0.20 total_charge=0 smiles="COc1cc(NS(=O)(=O)c2ccc(NC(=O)COc3ccc(C)cc3)cc2)nc(OC)n1" molar_mass_g_mol=458.50
C -6.64440 -3.30848 0.69934 -3.84 -5.72 -5.94 -0.749
H -6.48993 -4.20396 1.24022 -1.07 -1.00 0.87 0.286
H -7.49461 -2.71180 0.71478 -2.17 0.33 0.68 0.353
H -6.52486 -3.60817 -0.46399 -1.28 -0.12 1.88 0.222
O -5.60510 -2.64988 0.88334 9.23 6.27 4.48 -0.356
C -5.55272 -1.40225 0.44302 1.44 3.44 -1.17 0.409
N -6.42656 -1.15640 -0.42841 -1.18 3.81 -5.21 -0.541
C -6.18546 0.15634 -1.32766 0.64 -1.22 5.85 0.429
N -5.28518 1.05754 -1.02114 1.11 -1.88 0.49 -0.499
C -4.34992 0.69048 0.05912 -6.52 3.51 -7.77 -0.124
C -4.52520 -0.25240 0.79316 -5.11 -12.05 3.28 -0.048
H -3.92008 -0.59004 1.49280 2.94 -0.76 3.40 0.790
N -3.38883 1.49047 0.19445 6.70 11.29 -0.22 -0.370
H -3.47409 2.60397 -0.20163 -0.26 -4.19 0.68 0.373
S -2.52194 1.82750 1.59214 -4.95 -13.44 7.07 1.218
O -3.29231 1.25386 2.95474 2.52 1.87 -6.10 -0.672
O -2.10715 3.06382 1.81919 2.50 10.54 -0.34 -0.605
C -1.07940 0.81845 1.49637 0.13 1.39 -2.37 0.445
C -0.89362 -0.02830 0.40856 -7.69 2.20 1.39 0.193
C 0.13370 -0.82163 0.42015 1.90 -8.44 -7.65 -0.429
C 1.23581 -0.59198 0.99448 6.80 3.26 8.27 0.278
C 1.10577 0.53131 2.18963 4.35 -4.25 -5.44 -0.778
C 0.05588 1.27667 2.25310 -4.24 0.89 2.17 -0.675
H -0.06969 2.01156 3.09099 0.11 -0.39 -1.24 0.318
H 2.08982 0.82790 2.39576 1.08 0.45 1.56 0.409
N 2.55935 -1.26817 0.95141 -2.78 -0.96 -0.55 -0.117
C 2.82196 -2.45052 0.07279 2.41 8.55 6.62 0.571
O 2.12638 -2.57986 -0.80136 -4.54 -3.54 -6.72 -0.494
C 4.17422 -2.78473 0.38629 6.69 5.42 -8.77 -1.090
O 5.12285 -1.85683 0.98884 -0.78 2.07 -1.53 -0.549
C 5.51806 -0.60763 0.14819 -1.76 -2.47 -0.27 0.961
C 4.97874 -0.37596 -1.16916 1.53 -1.60 6.01 -0.540
C 5.52951 0.82737 -1.64507 -7.23 -4.97 -5.98 -0.377
C 6.45076 1.44767 -1.09635 6.15 8.48 2.06 0.795
C 6.92300 1.13067 0.17921 8.77 14.95 -5.14 -0.038
C 6.52496 0.26955 0.84468 -10.14 -14.69 3.19 -1.259
H 6.88542 -0.22549 1.60157 1.90 -1.59 4.83 0.601
H 7.71399 1.81626 0.92210 -1.67 -1.23 -3.18 0.078
C 6.98109 2.85005 -1.73100 -2.98 -0.35 11.84 -1.855
H 6.67110 3.81622 -1.04929 0.29 -2.49 -1.72 0.235
H 6.62612 2.86126 -2.56597 -3.65 0.82 -9.76 0.604
H 7.94031 2.81235 -1.63056 5.98 -0.08 -0.09 0.512
H 5.00571 1.01773 -2.60314 1.02 1.01 0.29 0.258
H 4.19601 -1.07180 -1.50855 0.57 0.99 -0.50 0.354
H 4.12040 -3.56069 0.86314 0.41 -8.49 5.90 0.812
H 4.81481 -3.12888 -0.70596 -2.32 0.70 2.84 0.280
H 3.29905 -1.12054 1.63894 -0.91 0.47 0.04 0.287
H 0.34375 -1.80350 -0.39198 -1.60 3.16 2.10 0.122
H -1.83719 -0.25785 -0.23529 2.03 0.48 1.01 0.168
O -7.15730 0.45325 -2.13300 0.56 -0.76 -1.97 -0.383
C -6.85181 1.67575 -2.89777 1.33 -0.20 2.90 -0.720
H -5.87256 1.73892 -3.37576 0.34 -0.55 0.74 0.280
H -7.47829 1.71637 -3.69843 -2.61 0.30 -1.56 0.313
H -6.92029 2.37444 -2.05108 -0.13 0.80 -1.28 0.314


Record 3
9
Properties=species:S:1:pos:R:3:forces:R:3:mulliken_charge:R:1 method="wB97M-V/def2-TZVPD" gap_ha=0.360 relative_energy_kj_mol=406.8 lumo_ev=-0.74 total_charge=0 smiles="O=c1nc(O)nno1" molar_mass_g_mol=115.05
C 0.76889 -0.40946 -0.06290 -2.38 3.14 1.32 0.615
C -1.48667 -0.46458 -0.02208 -2.41 0.65 -0.11 0.609
H 2.44655 -0.12288 0.27834 -0.04 -1.76 -1.25 0.449
N 0.83281 1.05469 0.13997 0.26 -1.75 -0.85 -0.308
N -0.22471 1.69799 -0.03738 1.81 0.78 0.79 0.087
N -0.30483 -1.09418 -0.01745 -0.45 -1.24 -0.55 -0.431
O 1.93221 -0.91252 -0.13382 2.52 1.16 1.17 -0.417
O -1.32565 1.08286 -0.18768 -2.61 -1.98 -0.40 -0.151
O -2.63861 -0.83191 0.04300 3.29 1.01 -0.11 -0.454


Record 4
25
Properties=species:S:1:pos:R:3:forces:R:3:mulliken_charge:R:1 method="wB97M-V/def2-TZVPD" gap_ha="0.312 / 0.236" relative_energy_kj_mol=494.2 lumo_ev="0.22 / 0.05" total_charge=0 molar_mass_g_mol=157.29
C 1.98880 2.00248 2.11731 -0.32 -1.44 -2.06 -0.497
C 2.00441 0.89508 1.43274 -1.50 0.53 -1.50 -0.473
C 0.88409 -0.98466 -2.34853 -0.35 -0.95 1.00 0.633
C 1.53025 -2.13601 -1.50094 1.23 2.86 -1.18 -0.854
C -0.94508 -0.74480 1.61559 -1.05 -0.94 -0.85 -0.652
C 0.02818 2.20213 -1.85813 0.99 -2.20 -1.80 -1.106
C -1.95631 -0.80721 0.45458 -2.62 -0.57 0.30 -0.541
N -1.65940 0.16714 -0.65189 0.15 0.38 0.73 -0.270
O 1.10307 -0.81626 -3.51877 0.26 0.05 -0.36 -0.513
Si -0.05176 0.36557 -1.33626 -0.34 1.35 1.42 0.022
H 2.47526 1.97654 3.01320 1.05 0.54 2.70 0.303
H 1.55073 2.84714 1.68813 -0.40 1.59 -0.24 0.251
H 2.19013 -0.10427 1.65964 0.76 -1.39 0.40 0.305
H 1.76177 -1.60623 -0.53840 0.59 -0.80 -0.84 0.103
H 2.35507 -2.52851 -2.14569 -0.31 0.29 1.06 0.299
H 0.86807 -2.89538 -1.26495 -1.61 -1.55 0.25 0.344
H -0.02704 -1.27675 1.30389 -0.13 0.71 0.64 0.087
H -0.89138 0.31962 1.75166 1.04 0.42 0.33 0.242
H -1.38848 -1.13977 2.54629 0.38 -0.24 -0.47 0.398
H -0.53727 2.84941 -1.26687 -1.19 0.89 0.90 0.429
H 1.05722 2.36333 -1.59655 0.69 0.54 -0.14 0.285
H -0.10348 2.37819 -2.94368 -0.02 0.02 0.62 0.324
H -2.17215 -1.78376 -0.04740 1.03 0.43 0.45 0.278
H -3.01444 -0.73093 0.99136 1.82 0.90 -1.52 0.296
H -1.91025 1.16610 -0.46218 -0.14 -1.42 0.15 0.309


Record 5
13
Properties=species:S:1:pos:R:3:forces:R:3:mulliken_charge:R:1 method="wB97M-V/def2-TZVPD" gap_ha=0.359 relative_energy_kj_mol=51.5 lumo_ev=0.31 total_charge=0 smiles="O/N=C(/Br)CBr.N=C=O" molar_mass_g_mol=259.88
C 0.84562 -1.48419 -2.51250 -0.88 -0.26 -0.10 0.571
C -1.32187 0.68491 0.00966 0.81 -2.69 -2.36 -0.124
C -1.89909 -0.50745 0.68404 -0.22 -1.33 0.01 0.306
N -1.41869 -1.20109 1.61911 -0.41 -1.48 1.07 -0.399
N 0.99540 -0.30523 -2.47293 0.28 2.11 -0.15 -0.507
O 0.43110 -2.53912 -2.63038 -0.23 -2.54 -0.20 -0.352
O -0.13148 -0.98672 2.04752 1.05 1.58 -0.08 -0.371
Br -2.71560 1.78166 -0.65921 -0.07 0.78 -0.18 -0.092
Br -3.46298 -1.43686 -0.00884 0.35 0.68 0.11 -0.113
H -0.67822 0.23564 -0.93217 -1.31 1.64 2.48 0.089
H -0.77931 1.11892 0.81815 0.87 0.94 -0.06 0.367
H 0.03359 -1.32884 2.95496 -1.10 -0.07 -0.98 0.350
H 1.74581 0.13128 -2.01011 0.87 0.63 0.42 0.275


Record 6
17
Properties=species:S:1:pos:R:3:forces:R:3:mulliken_charge:R:1 method="wB97M-V/def2-TZVPD" gap_ha=0.314 relative_energy_kj_mol=658.3 lumo_ev=0.91 total_charge=0 molar_mass_g_mol=115.14
C -0.02828 0.22649 1.98694 -2.15 0.29 -1.60 0.018
C -2.35462 0.54162 -0.75238 -1.80 1.59 1.02 -0.794
C 2.07276 -0.33254 -0.78967 0.41 -1.24 -2.41 -0.978
N -1.13237 0.39022 1.31821 -1.01 0.14 -0.49 -0.736
N 1.01450 -0.36689 1.53831 1.63 -2.55 -3.37 -0.505
N -0.21645 -0.31886 -0.76435 0.46 -0.54 -0.72 0.027
N -1.28599 -0.07774 0.01652 -1.98 0.53 2.30 0.259
N 0.85735 0.21382 -0.27427 1.50 0.06 -0.04 -0.295
H 0.00247 0.64991 2.90802 -0.28 1.52 2.77 0.438
H -3.35884 -0.03410 -0.71830 1.63 1.03 0.34 0.241
H -2.49875 1.68207 -0.40042 0.18 -2.61 -0.86 0.249
H -2.00211 0.51275 -1.77276 -0.21 0.28 -0.35 0.375
H 2.14525 -1.38696 -0.74412 -0.51 -1.62 0.73 0.443
H 2.32365 -0.27920 -1.87670 -0.92 1.15 0.39 0.342
H 2.94618 -0.04048 -0.30147 1.04 1.22 1.13 0.350
H 1.93660 -0.14575 1.84486 0.35 0.47 0.79 0.275
H -0.42136 -1.23436 -1.21842 1.68 0.29 0.38 0.291